Formula: C14H37N3O4Rb
Source: the OMol25 dataset
Level of theory: wB97M-V/def2-TZVPD

```
59
Properties=species:S:1:pos:R:3:forces:R:3:mulliken_charge:R:1
Rb 0.02677 0.63533 0.29629 -3.6 -2.4 -11.0 0.692
C -2.03378 1.72599 2.67132 -0.8 0.1 1.9 -1.845
C -1.32646 2.89014 2.10659 1.1 0.7 -0.7 0.904
C -0.72683 3.89337 3.02896 -0.2 1.3 2.1 -0.918
O -0.49720 5.14915 2.38188 -0.5 -0.8 -0.4 -0.337
C 0.41666 6.01203 3.04332 -0.3 -0.1 0.0 -0.736
N -0.18212 2.29889 1.37725 -1.1 8.9 5.7 -1.418
H -2.85966 2.10025 3.27627 -0.3 -0.2 -0.1 0.463
H -1.38152 1.25048 3.40380 0.0 -0.6 -0.1 0.441
H -2.43469 1.04277 1.92259 0.2 0.0 0.1 0.372
H -2.06726 3.43435 1.52080 0.5 0.0 -0.8 0.370
H 0.20461 3.52799 3.46143 0.4 -0.2 -0.1 0.324
H -1.34278 4.02080 3.91916 -0.5 0.4 0.1 0.480
H 1.42233 5.60705 2.93046 0.2 0.2 0.2 0.308
H 0.14908 6.15682 4.08999 0.1 -0.3 0.2 0.311
H 0.35268 7.00657 2.60185 0.0 -0.2 -0.3 0.248
H 0.25711 1.70372 2.06495 0.0 0.4 1.0 0.614
H 0.53218 3.00602 1.27813 0.2 0.7 -0.2 0.334
C 2.95163 -0.19466 0.44489 1.9 -0.6 0.8 -1.556
C 2.05784 -1.40828 0.43640 0.4 -1.5 -0.4 0.988
C 2.63153 -2.76784 0.97721 0.4 1.0 0.0 -0.981
O 1.72973 -3.83204 0.76955 0.2 0.7 0.2 -0.269
C 2.31253 -5.04973 1.18869 0.2 -1.0 -0.6 -0.824
N 0.86423 -1.00146 1.11894 3.5 -9.1 5.6 -0.654
H 3.99384 -0.48007 0.30195 0.1 -0.1 -0.5 0.453
H 3.02525 0.18708 1.46321 -0.4 0.6 0.1 0.396
H 2.73010 0.55566 -0.31408 -0.2 0.0 0.3 0.368
H 1.83278 -1.54930 -0.62074 -0.4 -0.5 -0.2 -0.264
H 2.85456 -2.70375 2.04223 -0.3 0.4 0.5 0.439
H 3.62497 -2.97950 0.58177 0.1 -0.1 -0.8 0.414
H 3.10411 -4.99028 1.93568 -0.3 0.6 0.5 0.351
H 2.84278 -5.52073 0.36099 -0.2 -0.1 -0.4 0.324
H 1.53308 -5.73602 1.51968 0.0 0.2 0.1 0.249
H 1.08137 -0.86958 2.09647 0.5 0.0 0.6 0.342
H 0.17090 -1.73210 1.19346 -0.1 -0.7 -0.4 0.358
C -0.81923 3.45285 -1.16530 1.5 -0.7 -0.2 -0.562
O -0.69788 2.01169 -1.42520 -2.1 2.6 -2.9 0.012
C -0.75503 1.65998 -2.85402 0.8 0.6 1.4 -0.800
C -0.32775 0.23998 -2.96379 0.0 -1.1 -0.3 -0.983
N -1.32403 -0.76929 -2.50412 1.0 1.5 0.1 -0.041
C -0.83466 -2.09480 -2.86837 -1.6 -0.4 0.0 -0.512
C -1.91322 -3.17876 -2.62757 1.5 0.7 -0.7 -0.525
O -1.34476 -4.34217 -3.18608 -0.3 0.0 0.2 -0.293
C -2.04864 -5.50751 -2.80958 0.2 0.1 0.3 -0.731
H 0.11064 3.88447 -1.53558 -0.2 0.4 -0.8 0.346
H -0.65065 3.63497 -0.10392 -1.0 -0.2 -0.4 0.051
H -1.70713 3.94145 -1.56654 0.0 -0.3 0.0 0.297
H -0.04895 2.31458 -3.36495 0.2 -0.1 -0.1 0.395
H -1.69127 1.77849 -3.39946 -0.6 0.3 0.7 0.359
H 0.61551 0.03762 -2.45644 0.2 0.2 0.1 0.444
H -0.13740 0.09818 -4.02763 0.2 -0.2 -0.3 0.541
H -2.13640 -0.47960 -3.02971 -0.6 -0.7 0.0 0.272
H 0.01764 -2.34188 -2.23540 0.2 0.0 -0.2 0.104
H -0.58630 -2.15693 -3.92788 0.4 0.0 -0.1 0.338
H -2.82370 -2.93980 -3.17713 -0.3 0.2 0.2 0.362
H -2.07567 -3.22369 -1.55068 -0.3 -0.4 0.1 0.340
H -1.97213 -5.59676 -1.72593 0.0 -0.4 0.2 0.294
H -1.58665 -6.34994 -3.32433 -0.1 0.0 0.2 0.249
H -3.11267 -5.46226 -3.04177 -0.1 0.1 -0.3 0.300
```
Positions in Å, forces in eV/Å.

Computed properties:
Multiplicity   1
E   -1044.355778 a.u.
Net charge   +1
HOMO   -0.4078 Eh
Frontier orbital gap   0.315 hartree